Entry 1:
Formula: C44H44ClN8NaOP2
Source: the OMol25 dataset
Level of theory: wB97M-V/def2-TZVPD

Properties
Maximum force ... 4.4 eV/Å
HOMO level ... -6.303 eV
Calculated total energy ... -3521.5034 Eh
HOMO-LUMO gap ... 6.3 eV

Element x y z (Å)
Na1 -0.40268 0.11615 -0.99758
Cl1 -1.49651 -4.65112 -6.82289
C1 -1.21203 -3.87922 -5.35137
C2 -0.48435 -4.56905 -4.34550
C3 -0.10091 -3.87109 -3.24599
C4 -0.47796 -2.47637 -3.02240
O1 0.00698 -1.86982 -2.01631
C5 -1.33243 -1.82231 -4.00598
C6 -1.80023 -0.44533 -3.94700
N1 -1.60553 0.41015 -2.98172
C7 -2.00137 1.71704 -3.03824
C8 -2.10491 2.41202 -4.24378
C9 -2.49181 3.75783 -4.23890
C10 -2.72881 4.46653 -3.06623
C11 -2.48700 3.84533 -1.80239
C12 -2.52186 4.50174 -0.56131
C13 -2.25013 3.81927 0.61553
C14 -1.89723 2.46233 0.50408
N2 -1.92186 1.83118 -0.65598
C15 -2.16830 2.44625 -1.80215
C16 -1.57795 -2.55401 -5.17979
H1 -0.20517 -5.60400 -4.50753
H2 0.50756 -4.29264 -2.44994
H3 -2.37443 -0.10639 -4.82485
H4 -1.87445 1.91263 -5.18109
H5 -2.60724 4.26809 -5.18878
H6 -3.04845 5.50412 -3.09125
H7 -2.77070 5.55684 -0.57400
H8 -2.28173 4.30004 1.58457
H9 -1.55645 1.85527 1.33852
H10 -2.08443 -2.07052 -6.01063
C17 -0.50161 -4.45875 2.45416
N3 -0.51570 -2.99999 2.18912
C18 0.58517 -2.22278 2.80678
N4 1.85643 -2.87211 2.53790
C19 1.84930 -4.29408 2.84349
N5 0.79176 -5.01917 2.14401
C20 1.08302 -5.21777 0.75002
P1 1.19835 -3.47476 0.10521
C21 -0.41313 -2.78458 0.66548
C22 2.39305 -2.59564 1.22314
H11 -1.27989 -4.91609 1.82575
H12 -0.71940 -4.67242 3.51258
H13 -1.40621 -2.58972 2.48784
H14 0.43741 -2.16797 3.90038
H15 0.58606 -1.19802 2.33855
H16 1.66821 -4.46211 3.92244
H17 2.82900 -4.73232 2.57704
H18 0.28705 -5.78124 0.22030
H19 2.02735 -5.76166 0.58558
H20 -1.27992 -3.24503 0.14496
H21 -0.46533 -1.69511 0.47050
H22 2.37416 -1.53400 0.97590
H23 3.41618 -2.98596 1.11986
C23 -4.85366 0.55889 1.50985
C24 -4.71807 -0.66986 0.70629
N6 -3.57253 -1.26423 0.39861
C25 -3.92013 -2.37155 -0.33812
C26 -5.28232 -2.43535 -0.48534
N7 -5.77715 -1.35464 0.17870
H24 -3.88332 1.07954 1.50295
H25 -5.11123 0.32826 2.56973
H26 -5.62893 1.25466 1.12171
H27 -3.17264 -3.03431 -0.74797
H28 -5.87140 -3.14217 -1.02786
H29 -6.75405 -1.06666 0.26828
N8 0.75493 0.37576 1.17947
P2 1.88411 1.44141 1.12880
C27 2.07063 1.83885 2.85220
C28 0.91362 1.82443 3.67698
C29 1.04500 2.21588 4.99224
C30 2.30916 2.56963 5.49261
C31 3.44316 2.57038 4.66991
C32 3.31217 2.27495 3.30959
C33 3.41753 0.83084 0.40989
C34 4.23053 0.03552 1.23660
C35 5.46365 -0.40648 0.76324
C36 5.89245 -0.09515 -0.53832
C37 5.06966 0.67141 -1.35424
C38 3.84604 1.15174 -0.88815
C39 1.50043 2.88771 0.16453
C40 1.20550 2.80851 -1.20825
C41 0.89971 3.97390 -1.90637
C42 0.91879 5.22324 -1.25938
C43 1.23543 5.28735 0.09559
C44 1.48930 4.13066 0.82895
H30 -0.04117 1.51545 3.27381
H31 0.17825 2.23597 5.62850
H32 2.37292 2.82033 6.53924
H33 4.41796 2.88301 5.03737
H34 4.16484 2.37706 2.62711
H35 3.91138 -0.22703 2.25240
H36 6.10266 -0.98290 1.41567
H37 6.85513 -0.45212 -0.89722
H38 5.36648 0.91223 -2.36549
H39 3.26133 1.80347 -1.51550
H40 1.22724 1.84241 -1.72380
H41 0.61932 3.93525 -2.94606
H42 0.72322 6.11909 -1.82685
H43 1.27916 6.22746 0.62667
H44 1.75594 4.20752 1.88131

Here are the Mulliken charges for atoms 1 to 99, given in e: atom 1 (Na): 0.675, atom 2 (Cl): -0.270, atom 3 (C): 0.266, atom 4 (C): -0.678, atom 5 (C): -0.397, atom 6 (C): 0.149, atom 7 (O): -0.277, atom 8 (C): 0.529, atom 9 (C): -0.469, atom 10 (N): 0.190, atom 11 (C): -0.016, atom 12 (C): -0.389, atom 13 (C): -0.905, atom 14 (C): -1.061, atom 15 (C): 0.853, atom 16 (C): -0.529, atom 17 (C): -1.313, atom 18 (C): -0.825, atom 19 (N): 0.219, atom 20 (C): 0.273, atom 21 (C): -1.266, atom 22 (H): 0.427, atom 23 (H): 0.306, atom 24 (H): 0.368, atom 25 (H): 0.490, atom 26 (H): 0.383, atom 27 (H): 0.412, atom 28 (H): 0.410, atom 29 (H): 0.482, atom 30 (H): 1.254, atom 31 (H): 0.362, atom 32 (C): -0.840, atom 33 (N): 0.265, atom 34 (C): -0.165, atom 35 (N): 0.193, atom 36 (C): -0.949, atom 37 (N): 0.085, atom 38 (C): -0.616, atom 39 (P): -0.092, atom 40 (C): 0.622, atom 41 (C): 1.032, atom 42 (H): 0.399, atom 43 (H): 0.308, atom 44 (H): 0.438, atom 45 (H): 0.173, atom 46 (H): 0.036, atom 47 (H): 0.251, atom 48 (H): 0.426, atom 49 (H): 0.292, atom 50 (H): 0.383, atom 51 (H): 0.081, atom 52 (H): -0.254, atom 53 (H): -1.271, atom 54 (H): 0.539, atom 55 (C): -0.648, atom 56 (C): 0.233, atom 57 (N): -0.022, atom 58 (C): -0.179, atom 59 (C): -0.851, atom 60 (N): -0.025, atom 61 (H): -0.160, atom 62 (H): 0.313, atom 63 (H): 0.365, atom 64 (H): 0.410, atom 65 (H): 0.425, atom 66 (H): 0.210, atom 67 (N): -0.918, atom 68 (P): 2.377, atom 69 (C): -0.305, atom 70 (C): -0.229, atom 71 (C): -0.708, atom 72 (C): -0.599, atom 73 (C): -0.905, atom 74 (C): -0.113, atom 75 (C): 0.365, atom 76 (C): -0.477, atom 77 (C): -0.820, atom 78 (C): -0.749, atom 79 (C): -0.702, atom 80 (C): -0.801, atom 81 (C): 0.981, atom 82 (C): -0.174, atom 83 (C): -1.304, atom 84 (C): -0.987, atom 85 (C): -0.733, atom 86 (C): -0.926, atom 87 (H): 0.271, atom 88 (H): 0.451, atom 89 (H): 0.389, atom 90 (H): 0.409, atom 91 (H): 0.471, atom 92 (H): 0.570, atom 93 (H): 0.447, atom 94 (H): 0.381, atom 95 (H): 0.449, atom 96 (H): 0.391, atom 97 (H): 0.751, atom 98 (H): 0.496, atom 99 (H): 0.415

***

Entry 2:
Formula: C44H45BrF5N4O2PSeTeW
Source: the OMol25 dataset
Level of theory: wB97M-V/def2-TZVPD

Properties
Maximum force ... 1.1 eV/Å
HOMO level ... -13.329 eV
Total charge ... +2
Calculated total energy ... -8224.1431 Eh
HOMO-LUMO gap ... 6.5 eV

Element x y z (Å)
W1 1.31983 0.96449 -1.16496
Br1 -3.47075 0.00869 4.50502
C1 -2.09703 0.25808 3.23925
C2 -0.92697 -0.49962 3.32537
C3 0.12543 -0.27210 2.45606
C4 -0.00564 0.71568 1.48955
O1 1.06828 1.09848 0.75734
C5 -1.20428 1.40958 1.33904
C6 -1.25950 2.41018 0.31438
N1 -0.46029 2.41652 -0.68780
C7 -0.43958 3.58905 -1.48352
C8 -1.52821 4.30423 -1.89244
C9 -1.35298 5.52986 -2.56546
C10 -0.10092 6.01192 -2.81589
C11 1.03915 5.25811 -2.44679
C12 2.36189 5.64392 -2.75103
C13 3.38750 4.78739 -2.46608
C14 3.10506 3.55037 -1.87845
N2 1.89513 3.18052 -1.50015
C15 0.85749 4.02750 -1.79290
C16 -2.24610 1.20206 2.24866
H1 -0.83398 -1.24974 4.10013
H2 1.04635 -0.83465 2.53543
H3 -1.97159 3.22716 0.41657
H4 -2.52699 3.92954 -1.70233
H5 -2.22258 6.08861 -2.88213
H6 0.03766 6.95733 -3.32383
H7 2.54588 6.59498 -3.23517
H8 4.41135 5.02341 -2.71772
H9 3.90501 2.83556 -1.75568
H10 -3.15825 1.78239 2.17447
C17 -4.63318 -2.28134 -2.55951
C18 -4.66810 -0.86499 -3.13437
C19 -5.14473 0.21641 -2.16090
C20 -4.08914 0.72340 -1.18259
N3 -3.59624 -0.31572 -0.27706
C21 -2.40119 -0.92522 -0.33386
Se1 -1.11627 -0.60195 -1.69059
N4 -2.37300 -1.91477 0.57339
C22 -1.28613 -2.87944 0.76702
C23 -1.35974 -4.05276 -0.20889
C24 -2.52536 -5.01452 0.02468
C25 -2.31684 -5.91394 1.23880
C26 -3.59656 -1.94970 1.23705
C27 -4.08385 -2.77788 2.24331
C28 -5.37558 -2.54742 2.66662
C29 -6.15521 -1.51214 2.12623
C30 -5.66812 -0.68272 1.13807
C31 -4.37278 -0.93332 0.69398
H11 -4.43387 -3.00570 -3.34906
H12 -5.59309 -2.54256 -2.10892
H13 -3.86053 -2.41545 -1.79882
H14 -5.35107 -0.86280 -3.98517
H15 -3.68676 -0.59365 -3.53498
H16 -6.01867 -0.14444 -1.61257
H17 -5.47708 1.09264 -2.72224
H18 -4.49397 1.53044 -0.56625
H19 -3.22498 1.10296 -1.72748
H20 -1.34707 -3.21813 1.80114
H21 -0.34619 -2.33750 0.67343
H22 -0.41812 -4.60193 -0.11715
H23 -1.40942 -3.65044 -1.22530
H24 -2.64489 -5.63667 -0.86367
H25 -3.45932 -4.45300 0.11928
H26 -1.42522 -6.53003 1.11253
H27 -3.16579 -6.58123 1.38183
H28 -2.18821 -5.34536 2.16274
H29 -3.49143 -3.57621 2.66662
H30 -5.79871 -3.17505 3.43896
H31 -7.16036 -1.36189 2.49566
H32 -6.27211 0.11463 0.72691
C32 3.77821 2.78262 1.09073
P1 3.59475 1.14642 0.30962
C33 5.24966 0.77716 -0.36399
C34 5.62833 0.83323 -1.70629
C35 6.95436 0.62898 -2.06549
C36 7.91511 0.37284 -1.10151
C37 7.54791 0.31507 0.23591
C38 6.22895 0.51183 0.60345
C39 3.48442 0.02102 1.72761
C40 3.16280 0.47896 3.00468
C41 3.12902 -0.40476 4.07377
C42 3.39912 -1.75144 3.87304
C43 3.71361 -2.21330 2.60097
C44 3.76838 -1.32981 1.53495
H33 4.46917 2.67524 1.92582
H34 2.81486 3.14609 1.44831
H35 4.20309 3.50324 0.39925
H36 4.90990 1.00380 -2.48833
H37 7.22959 0.66420 -3.11109
H38 8.94494 0.21071 -1.39015
H39 8.28796 0.11083 0.99816
H40 5.96433 0.45185 1.65225
H41 2.93218 1.51949 3.18507
H42 2.89519 -0.03753 5.06439
H43 3.37934 -2.43814 4.70920
H44 3.93529 -3.25938 2.43672
H45 4.05574 -1.69292 0.55797
F1 2.75698 0.92361 -2.36766
Te1 1.53628 -2.39095 -1.80806
F2 1.92585 -3.30528 -0.16002
F3 1.33021 -0.97198 -3.14619
F4 0.51670 1.48292 -2.77783
F5 3.34039 -2.44702 -2.21940
O2 1.74588 -0.84772 -0.69364

Here are the Mulliken charges for atoms 1 to 99, given in e: atom 1 (W): 0.951, atom 2 (Br): -0.035, atom 3 (C): -0.806, atom 4 (C): -0.976, atom 5 (C): -0.240, atom 6 (C): -0.580, atom 7 (O): -0.025, atom 8 (C): 0.578, atom 9 (C): -0.624, atom 10 (N): 0.778, atom 11 (C): -0.525, atom 12 (C): -0.518, atom 13 (C): -1.124, atom 14 (C): -0.898, atom 15 (C): 0.676, atom 16 (C): -0.764, atom 17 (C): -1.419, atom 18 (C): 0.029, atom 19 (N): 0.550, atom 20 (C): 0.652, atom 21 (C): -0.231, atom 22 (H): 0.567, atom 23 (H): 0.463, atom 24 (H): 0.825, atom 25 (H): 0.551, atom 26 (H): 0.462, atom 27 (H): 0.449, atom 28 (H): 0.490, atom 29 (H): 0.514, atom 30 (H): 0.501, atom 31 (H): 0.601, atom 32 (C): -0.731, atom 33 (C): -0.451, atom 34 (C): -0.806, atom 35 (C): -1.004, atom 36 (N): 1.278, atom 37 (C): -0.711, atom 38 (Se): -0.014, atom 39 (N): 1.438, atom 40 (C): -0.517, atom 41 (C): -0.609, atom 42 (C): -0.311, atom 43 (C): -1.474, atom 44 (C): 0.344, atom 45 (C): -0.220, atom 46 (C): -0.929, atom 47 (C): -1.095, atom 48 (C): -0.880, atom 49 (C): 0.500, atom 50 (H): 0.463, atom 51 (H): 0.324, atom 52 (H): -0.078, atom 53 (H): 0.422, atom 54 (H): 0.169, atom 55 (H): 0.375, atom 56 (H): 0.489, atom 57 (H): 0.437, atom 58 (H): 0.271, atom 59 (H): 0.712, atom 60 (H): -0.808, atom 61 (H): 0.521, atom 62 (H): 0.207, atom 63 (H): 0.496, atom 64 (H): 0.127, atom 65 (H): 0.404, atom 66 (H): 0.399, atom 67 (H): 0.271, atom 68 (H): 0.347, atom 69 (H): 0.506, atom 70 (H): 0.490, atom 71 (H): 0.585, atom 72 (C): -1.706, atom 73 (P): 1.595, atom 74 (C): 0.620, atom 75 (C): -0.089, atom 76 (C): -0.929, atom 77 (C): -0.562, atom 78 (C): -0.873, atom 79 (C): -0.547, atom 80 (C): 0.684, atom 81 (C): -0.644, atom 82 (C): -0.721, atom 83 (C): -0.621, atom 84 (C): -0.946, atom 85 (C): -0.444, atom 86 (H): 0.481, atom 87 (H): 0.479, atom 88 (H): 0.455, atom 89 (H): 0.377, atom 90 (H): 0.459, atom 91 (H): 0.430, atom 92 (H): 0.451, atom 93 (H): 0.403, atom 94 (H): 0.407, atom 95 (H): 0.511, atom 96 (H): 0.460, atom 97 (H): 0.523, atom 98 (H): 0.467, atom 99 (F): -0.724